Computed, not measured: C34H17F15GeKN4O2S2 as an isolated structure at a distorted geometry, with ωB97M-V with the def2-TZVPD basis set.

Element x y z (Å)
K (0.03437, 0.92417, -2.06029)
C (0.20796, -3.82196, -4.74860)
C (0.46056, -2.37294, -4.44094)
N (1.24353, -1.92503, -3.53552)
N (1.88229, -2.78108, -2.70233)
C (2.99057, -2.37336, -2.00583)
N (3.34693, -3.29592, -1.05305)
S (3.83421, -0.99970, -2.31490)
C (-0.25042, -1.31872, -5.22494)
C (-1.07652, -1.59472, -6.31009)
C (-1.72410, -0.53960, -6.94947)
C (-1.54227, 0.75023, -6.48652)
C (-0.69374, 0.91247, -5.39806)
N (-0.06295, -0.07276, -4.79354)
H (0.99846, -4.46361, -4.36405)
H (-0.74570, -4.15638, -4.33446)
H (0.17052, -3.98305, -5.82481)
H (1.60551, -3.75123, -2.64062)
H (2.58334, -3.73060, -0.55487)
H (4.09186, -2.96593, -0.45823)
H (-1.23157, -2.60774, -6.65344)
H (-2.37829, -0.74102, -7.78835)
H (-2.05499, 1.59886, -6.91523)
H (-0.55786, 1.89588, -4.96554)
C (-0.29729, 4.62609, 0.21264)
C (-0.58229, 3.94625, -1.11600)
O (0.31267, 3.27346, -1.61498)
C (-1.88229, 4.14361, -1.75566)
C (-2.56902, 5.34024, -1.48915)
C (-3.73251, 5.68921, -2.13422)
C (-4.25400, 4.79451, -3.08021)
C (-3.63980, 3.60031, -3.34379)
C (-2.43730, 3.18245, -2.68032)
O (-1.94885, 2.03388, -2.89584)
H (0.47548, 4.04537, 0.71196)
H (-1.18028, 4.70330, 0.84442)
H (0.08478, 5.63417, 0.03588)
H (-2.14647, 6.02906, -0.76744)
H (-4.22741, 6.62706, -1.92150)
H (-5.16829, 5.04623, -3.60827)
H (-4.06568, 2.90145, -4.05478)
F (-0.44561, 1.51896, 4.78116)
C (0.89439, 1.57828, 4.86551)
C (1.68356, 0.80197, 4.04090)
C (3.05271, 0.95199, 4.18773)
F (3.88383, 0.24967, 3.40413)
C (3.62055, 1.80327, 5.11599)
F (4.94863, 1.91166, 5.23338)
C (2.79451, 2.55324, 5.93670)
F (3.32196, 3.38295, 6.84176)
C (1.42259, 2.44255, 5.81121)
F (0.62280, 3.17145, 6.59930)
Ge (1.00861, -0.32909, 2.56348)
S (1.43506, 0.51564, 0.69000)
C (1.74282, -2.18152, 2.87436)
C (2.44069, -2.62843, 3.98423)
F (2.70086, -1.81028, 5.01196)
C (2.90257, -3.92911, 4.12059)
F (3.58302, -4.30540, 5.20804)
C (2.64969, -4.84938, 3.12099)
F (3.08299, -6.10731, 3.22877)
C (1.92847, -4.45021, 2.01193)
F (1.65730, -5.33225, 1.03275)
C (1.49105, -3.14291, 1.91223)
F (0.76362, -2.84611, 0.81914)
C (-0.90087, -0.74848, 2.99624)
C (-1.20153, -1.26301, 4.24595)
F (-0.21806, -1.40483, 5.15601)
C (-2.47119, -1.64064, 4.63506)
F (-2.70723, -2.13238, 5.85673)
C (-3.51159, -1.50187, 3.73227)
F (-4.75086, -1.85992, 4.07738)
C (-3.25932, -0.99194, 2.47308)
F (-4.26404, -0.86223, 1.60169)
C (-1.96762, -0.62416, 2.12251)
F (-1.80751, -0.14307, 0.88774)

Results
**Frontier orbital gap**: 6.47 eV
**Largest force on an atom**: 0.0225 Eh/bohr
**Relative energy (zero: lowest compared OMol25 entry of this formula, charge and spin)**: 25.47 kcal/mol
**Net charge**: -1